Molecular formula: H25O13
Method: DFT, ωB97M-V with the def2-TZVPD basis set

Each line ends with the Löwdin charge.
Geometry (Å):
O: -0.54279 3.82677 -1.39108  -0.0727
H: 1.21661 -1.84956 -0.09793  -0.0044
H: 1.32074 0.47380 0.50098  0.0163
O: 3.69555 -0.17982 -1.34177  -0.0519
H: 3.19814 -0.66534 -2.00440  0.0334
H: 0.39341 -2.73311 -0.98111  0.0150
O: 0.53736 1.53905 0.40885  -0.2854
H: -0.13256 1.41826 1.08970  -0.0071
O: -1.41749 -1.99275 -2.98752  -0.0518
H: -2.09908 -2.15899 -2.34818  0.0216
H: -0.82274 -1.34729 -2.59376  -0.0074
O: 0.40282 4.01351 1.18935  -0.1552
H: -0.14120 4.17249 -0.56711  0.0032
H: 0.44399 3.01125 0.90037  -0.0035
O: -0.22951 0.72340 -1.76693  -0.0898
H: -0.79550 1.23219 -1.16816  0.0276
H: 0.41104 1.43821 -1.88467  0.0521
O: 1.97075 -0.27145 1.08896  -0.2262
H: 2.57414 -0.74568 0.50698  -0.0019
H: -0.33710 -3.24577 2.22804  0.0304
O: 1.09458 -2.08945 -1.02467  -0.0459
H: 0.22267 3.74460 2.09925  0.0242
H: -0.13947 -0.53693 1.82653  0.0345
O: -0.36161 -3.73919 1.39758  -0.0625
H: 3.06509 0.32637 -0.82736  0.0087
H: 1.64518 -1.87641 2.88583  -0.0207
O: -3.10419 0.34364 1.39565  -0.0758
H: -2.44048 -0.37049 1.39362  -0.0088
H: -3.49890 0.12508 2.24166  0.0207
O: -2.53215 0.64387 -3.31117  -0.0813
H: -2.48044 1.55977 -3.58963  0.0229
H: -1.16127 -4.23299 1.63488  0.0518
O: 2.22486 -1.34368 3.41680  -0.0994
H: 2.50137 -0.62648 2.80424  0.0130
H: -1.94084 0.62454 -2.54077  -0.0178
O: -0.73945 -1.27734 1.69932  -0.0597
H: -0.54913 -1.64818 0.83730  0.0255
H: -1.45241 3.71411 -1.11966  0.0282

Cartesian forces (eV/Å) of the 6 atoms listed first:
O 0.232 0.445 0.045
H 0.280 0.336 0.092
H 0.281 0.331 1.313
O 0.622 -0.098 -0.151
H -0.328 -0.005 0.110
H -0.344 -0.580 -0.293

Results
spin multiplicity	1
HOMO energy	-0.22986	Ha
energy relative to the best compared isomer or geometry (same formula, charge and spin)	56.9	kcal/mol
net charge	-1

---

Molecular formula: H26HeO13
Method: DFT, ωB97M-V with the def2-TZVPD basis set

Each line ends with the Löwdin charge.
Geometry (Å):
He: 0.60359 -0.40928 0.09386  0.2031
O: 0.87380 2.44333 -0.62407  -0.0426
H: 1.42145 3.17903 -0.35010  0.0608
H: 1.17352 2.23774 -1.50959  0.0180
O: -0.28742 -0.76970 -3.61537  -0.0343
H: 0.05403 0.12417 -3.58988  0.0232
H: -0.82713 -0.79799 -4.40540  0.0512
O: 2.64688 0.00668 1.61788  -0.0781
H: 2.06027 -0.33084 2.29478  -0.0189
H: 2.52321 0.95549 1.64444  0.0283
O: 2.27573 1.23082 -3.19410  -0.0411
H: 2.69112 0.51664 -2.71075  0.0081
H: 2.66261 1.18572 -4.06847  0.0497
O: 1.47444 -3.78273 -0.70095  -0.0677
H: 0.54679 -3.56951 -0.59981  -0.0195
H: 1.89825 -2.93975 -0.86220  -0.0216
O: -1.84485 2.16331 -1.19759  -0.0441
H: -0.93499 2.30152 -0.93438  -0.0161
H: -2.10197 2.98614 -1.61361  0.0541
O: -1.16857 -2.31120 1.49235  -0.0512
H: -1.09947 -3.26584 1.50256  0.0485
H: -1.24017 -2.08567 0.56486  -0.0132
O: -3.64689 -0.43899 2.08441  -0.0556
H: -2.87518 -0.98157 1.92221  -0.0114
H: -3.35591 0.45378 1.89859  -0.0219
O: -0.98516 -2.48902 -1.51191  -0.0519
H: -0.72527 -1.65693 -1.90728  0.0034
H: -1.84680 -2.67359 -1.88574  0.0581
O: -2.65141 2.30577 1.52611  -0.0476
H: -2.21988 2.15303 0.68546  0.0119
H: -3.50636 2.66864 1.29456  0.0765
O: 2.59007 -1.05747 -1.17192  -0.0775
H: 3.52527 -1.10564 -1.37018  0.0574
H: 2.54468 -0.58053 -0.34325  -0.0279
O: -0.51858 1.52687 2.99356  -0.0386
H: -1.26090 1.85142 2.48380  -0.0144
H: -0.09866 2.31625 3.33529  0.0529
O: 0.75435 -0.76181 3.46356  -0.0591
H: 0.05138 -0.32379 2.98376  -0.0003
H: 0.82431 -0.27465 4.28455  0.0494

Cartesian forces (eV/Å) of the 6 atoms listed first:
He -0.271 0.014 -0.011
O -0.235 -0.010 0.254
H 0.072 0.230 0.131
H 0.356 -0.284 -0.562
O -0.012 -0.060 0.057
H 0.335 0.337 0.125

Results
spin multiplicity	1
HOMO energy	-0.36506	Ha
energy relative to the best compared isomer or geometry (same formula, charge and spin)	20.9	kcal/mol
net charge	0

---

Molecular formula: H26NO11
Method: DFT, ωB97M-V with the def2-TZVPD basis set

Each line ends with the Löwdin charge.
Geometry (Å):
N: 0.16734 0.28323 0.09219  0.3817
H: 0.39872 -0.39956 -0.36740  -0.0473
H: 0.00884 1.02736 -0.48172  0.0520
H: 0.80950 0.49648 0.88960  0.1414
H: -0.57162 -0.23872 0.58787  0.1402
O: 1.16293 -2.40888 -1.56485  -0.0321
H: 1.90605 -2.81285 -1.33999  -0.0385
H: 1.01315 -3.00583 -2.44346  0.1782
O: 3.00089 0.02916 -0.60823  0.0645
H: 3.15855 -0.34280 -1.40853  -0.0060
H: 2.90269 -0.70823 -0.14612  -0.0762
O: 1.54601 2.93323 0.04939  0.0145
H: 0.96413 3.04686 -0.65951  -0.0317
H: 2.31240 3.04883 -0.41304  0.0021
O: -2.64460 -0.20120 -0.97609  -0.0873
H: -3.18604 -0.73282 -1.53479  0.0183
H: -3.27163 0.22141 -0.25380  0.1132
O: -0.72631 -3.01667 0.32085  -0.0127
H: -0.12993 -3.25502 -0.34348  -0.0240
H: -0.09343 -3.13910 1.04318  0.0416
O: 0.23458 0.91807 3.41582  -0.0232
H: -0.15974 0.11237 3.85244  0.0765
H: -0.44734 1.43257 3.70892  -0.0179
O: 2.12505 -1.72259 1.58043  0.0840
H: 2.74268 -1.83982 2.19762  0.0122
H: 1.59761 -2.35848 1.90271  -0.0155
O: -1.92879 2.80821 0.39263  -0.0585
H: -1.64836 3.01205 1.26051  0.0247
H: -2.78318 3.26405 0.07964  0.1164
O: -2.67721 -1.75779 2.17409  0.0559
H: -2.30982 -2.17835 1.52921  -0.1092
H: -2.20791 -2.06176 2.90535  0.0150
O: 0.25017 0.50317 -2.93142  -0.0752
H: -0.46262 0.14605 -3.50842  0.0778
H: 1.12218 0.01657 -3.15219  0.0976
O: -0.54618 3.14356 -2.06674  0.0492
H: -1.19023 3.40909 -1.46593  -0.0030
H: -0.43853 2.32813 -2.31677  -0.0985

Cartesian forces (eV/Å) of the 6 atoms listed first:
N -2.380 4.667 10.162
H 4.766 -9.155 -7.061
H -1.340 2.827 -1.585
H 0.040 0.184 -1.206
H -1.300 1.520 -0.281
O -5.273 -0.036 -5.326

Results
spin multiplicity	1
HOMO energy	-0.51067	Ha
energy relative to the best compared isomer or geometry (same formula, charge and spin)	120.7	kcal/mol
net charge	+1

---

Molecular formula: H26O13
Method: DFT, ωB97M-V with the def2-TZVPD basis set

Each line ends with the Löwdin charge.
Geometry (Å):
H: -0.77274 0.02500 -0.52272  0.0337
H: 0.58592 -0.36948 0.03267  0.0648
H: 0.68910 1.51222 -4.14270  0.0573
H: 2.19639 1.70233 -4.18728  0.0579
H: 1.72015 1.01558 4.31915  -0.0214
H: 1.83189 -0.49970 4.28070  0.0256
H: 4.24190 -1.24289 -1.49399  0.0306
H: 4.60980 0.19529 -1.82007  0.0248
H: -2.46875 -0.54066 1.84916  0.0057
H: -2.57158 0.88724 2.35963  -0.0140
H: -2.03063 -1.96089 -2.90760  0.0555
H: -1.58882 -0.52045 -3.10752  0.0444
H: 1.80135 -0.80990 -4.06171  0.0446
H: 2.95302 -0.44604 -4.98437  0.0467
H: 0.09283 3.28433 -0.93796  0.0393
H: -0.71406 1.99936 -0.84949  -0.0021
H: 1.29160 2.59868 3.79680  0.0509
H: 0.53162 2.46371 2.48750  0.0493
H: 2.11296 -2.93219 3.17762  0.0230
H: 3.21645 -3.23384 4.17829  0.0374
H: -2.89943 3.53209 2.15071  0.0608
H: -1.80861 2.51774 2.45277  0.0079
H: -0.88973 -1.93339 0.95783  -0.0037
H: -2.22796 -2.15275 0.27150  0.0201
H: -5.14595 -2.34128 -1.41003  0.0355
H: -4.15435 -1.92973 -2.48585  0.0019
O: -0.24894 -0.74377 -0.27049  -0.0464
O: 1.51250 1.13740 -3.81026  -0.1049
O: 2.13328 0.27228 4.77283  -0.0531
O: 4.87820 -0.55288 -1.27491  -0.0556
O: -2.70110 -0.02827 2.63176  -0.0434
O: -2.22739 -1.05984 -2.62765  -0.0465
O: 1.99160 -0.41877 -4.92184  -0.0984
O: -0.78948 2.92881 -1.09327  -0.0450
O: 0.45908 2.27941 3.43078  -0.0375
O: 3.00154 -3.30014 3.24106  -0.0567
O: -2.34880 2.86089 1.73205  -0.0446
O: -1.47681 -2.62958 0.64217  -0.0797
O: -4.78604 -1.56592 -1.85530  -0.0648

Cartesian forces (eV/Å) of the 6 atoms listed first:
H -0.191 -0.237 -0.135
H 0.157 0.021 -0.067
H 0.036 0.158 0.105
H -0.212 -0.110 0.019
H -0.205 -0.530 0.048
H 0.022 0.142 0.081

Results
spin multiplicity	1
HOMO energy	-0.34501	Ha
energy relative to the best compared isomer or geometry (same formula, charge and spin)	128.7	kcal/mol
net charge	0

---

Molecular formula: H26O13
Method: DFT, ωB97M-V with the def2-TZVPD basis set

Each line ends with the Löwdin charge.
Geometry (Å):
O: -0.65183 -1.88855 2.86451  -0.0490
H: -1.44102 -1.99178 3.40702  0.0528
H: -0.86837 -1.16847 2.25521  -0.0107
O: 0.92383 2.83927 -1.52588  -0.0691
H: 1.63357 2.22976 -1.27162  0.0018
H: 0.24025 2.27148 -1.89779  -0.0244
O: -2.25143 2.57460 -1.47214  -0.0316
H: -3.00296 3.17881 -1.45608  0.0500
H: -2.64262 1.70253 -1.58335  0.0155
O: 0.19080 0.62028 -3.07897  -0.0584
H: -0.56987 0.06927 -2.80359  0.0155
H: -0.06939 1.00692 -3.92267  0.0804
O: -1.27250 -3.24832 0.40043  -0.0743
H: -0.87804 -4.08385 0.66532  0.0413
H: -0.93465 -2.60441 1.05747  -0.0018
O: 2.49207 -2.53434 0.52835  -0.0638
H: 2.40017 -1.96959 -0.26383  -0.0175
H: 3.00944 -3.29109 0.23768  0.0302
O: -0.02504 2.50583 1.80010  -0.0503
H: -0.12605 1.66285 1.33125  -0.0131
H: -0.78093 2.54613 2.39384  0.0360
O: 0.19587 -0.12358 0.40727  -0.0421
H: 0.86289 -0.45862 -0.21712  0.0332
H: -0.53893 0.16201 -0.14840  0.0350
O: -1.67883 -1.23926 -2.04171  -0.0407
H: -1.57905 -2.16965 -1.78696  0.0553
H: -2.62198 -1.06209 -1.95659  0.0574
O: -2.46392 0.26430 1.57873  -0.0297
H: -2.93802 0.37004 0.74814  0.0407
H: -3.15207 0.27726 2.25468  0.0637
O: 2.02333 0.17582 2.74164  -0.0550
H: 1.54295 0.87588 3.19910  0.0407
H: 1.42635 -0.09582 2.02580  -0.0088
O: 2.16437 -0.92201 -1.74765  -0.0484
H: 1.41857 -0.42796 -2.12960  0.0098
H: 2.45870 -1.49364 -2.46544  0.0740
O: 2.80161 1.88466 0.37242  -0.0655
H: 1.96932 2.37335 0.45569  0.0052
H: 2.73342 1.18197 1.04474  0.0156

Cartesian forces (eV/Å) of the 6 atoms listed first:
O -0.130 0.064 -0.113
H 0.054 -0.042 -0.042
H 0.078 0.272 0.170
O 0.086 0.025 0.158
H 0.018 0.105 -0.263
H 0.105 0.122 0.008

Results
spin multiplicity	1
HOMO energy	-0.37138	Ha
energy relative to the best compared isomer or geometry (same formula, charge and spin)	39.3	kcal/mol
net charge	0

---

Molecular formula: H26O13
Method: DFT, ωB97M-V with the def2-TZVPD basis set

Each line ends with the Löwdin charge.
Geometry (Å):
H: -0.48971 -0.45263 -0.90303  0.0038
H: -0.21374 0.85139 -1.59010  0.0351
H: 1.92250 0.60889 0.58312  0.0656
H: 2.10843 -0.64608 -0.45763  0.0915
H: 0.03745 -2.22655 -1.14728  0.0604
H: -0.79619 -2.34561 -2.48758  0.0399
H: -0.82845 6.37150 -2.04016  0.0139
H: -0.85176 4.84019 -1.49317  0.0589
H: -0.45169 -1.46613 2.02844  0.0144
H: -0.52307 -1.53632 0.59046  0.0394
H: 0.06001 1.89246 -4.00508  0.0885
H: 0.99424 2.39428 -2.81685  -0.0351
H: 2.00175 -3.12508 -1.80660  -0.0114
H: 2.45971 -2.33142 -3.03842  0.0567
H: 2.64364 -1.15484 2.22656  -0.0505
H: 3.30999 -1.90415 3.21623  0.0352
H: 1.86200 1.13990 3.99009  0.0452
H: 0.42188 0.91032 3.58893  0.0364
H: -3.82872 -0.31997 -1.56171  0.0382
H: -4.47000 0.96432 -1.07603  0.0423
H: -0.16455 -3.27462 2.31579  -0.0143
H: -0.35504 -2.99955 3.90573  0.0864
H: -2.45677 -0.17575 0.55883  0.0155
H: -2.69729 -0.85795 1.81398  0.0896
H: -0.93703 3.11214 -0.16297  0.0205
H: 0.12928 2.08945 0.11085  -0.0221
O: -0.52569 0.53846 -0.73678  -0.1282
O: 1.47499 -0.08060 0.07467  -0.1037
O: -0.69992 -1.89826 -1.69463  0.0072
O: -0.43426 5.51270 -2.13830  -0.0817
O: -0.00954 -1.03245 1.29359  -0.1133
O: 0.90555 2.38323 -3.72604  -0.0478
O: 2.36374 -3.22857 -2.66297  -0.0362
O: 3.29229 -1.80542 2.26641  -0.0280
O: 1.18669 0.44965 3.95175  -0.0538
O: -3.62670 0.59736 -1.36209  -0.0519
O: -0.20876 -3.68345 3.16901  -0.0715
O: -2.46716 -1.08684 0.86656  -0.0792
O: -0.13810 2.97600 0.35639  -0.0560

Cartesian forces (eV/Å) of the 6 atoms listed first:
H -0.350 2.345 0.241
H -0.114 0.176 -0.148
H 0.552 -0.470 -0.355
H -0.261 1.581 1.378
H -0.454 -0.444 -0.996
H 0.147 -1.652 -2.255

Results
spin multiplicity	1
HOMO energy	-0.36739	Ha
energy relative to the best compared isomer or geometry (same formula, charge and spin)	134.3	kcal/mol
net charge	0

---

no.,LUMO energy (eV)
1,2.5
2,-0.1
3,-3.2
4,-0.6
5,-0.7
6,-0.3